[1]
Molecular formula: C5H12O
Method: DFT, the ωB97M-V functional and the def2-TZVPD basis

The LUMO energy is 0.94 eV. For the HOMO energy, the calculation gives -9.60 eV.

The geometry in XYZ format:
```
18
Properties=species:S:1:pos:R:3:mulliken_charge:R:1
C 2.10404 0.06185 -0.39377 -0.72
O 1.11459 0.03917 0.59681 -0.40
C -0.26741 -0.01348 0.22291 1.74
C -0.56970 0.75311 -1.06629 -1.78
C -0.72757 -1.46754 0.08792 -1.54
C -0.96342 0.65627 1.40581 -1.62
H 3.04069 0.27466 0.12916 0.27
H 1.94551 0.85748 -1.13621 0.29
H 2.21071 -0.89554 -0.92595 0.26
H -0.16845 0.24697 -1.95184 0.40
H -1.65432 0.83002 -1.19464 0.43
H -0.16043 1.76740 -1.02697 0.42
H -0.22705 -1.97248 -0.74623 0.36
H -0.51378 -2.02133 1.00720 0.38
H -1.80810 -1.50772 -0.09601 0.37
H -0.72917 0.11526 2.32857 0.38
H -0.59726 1.68246 1.51236 0.37
H -2.04953 0.67694 1.27241 0.38
```

[2]
Molecular formula: C4H8N6
Method: DFT, the ωB97M-V functional and the def2-TZVPD basis

The LUMO energy (spin up / spin down) is -0.58 / -0.58 eV. For the HOMO energy (spin up / spin down), the calculation gives -8.28 / -8.28 eV.

The geometry in XYZ format:
```
18
Properties=species:S:1:pos:R:3:mulliken_charge:R:1
C -2.08729 -0.30780 0.88254 0.36
C -0.13157 -0.05491 -0.30952 0.02
C 1.75890 -0.08531 -1.72425 -0.89
C 1.99648 0.88801 0.53734 -0.95
N -2.63894 -0.98065 -0.14859 -0.17
N -2.96667 -0.22765 1.93223 -0.40
N -3.88040 -1.20522 0.20845 -0.44
N -4.01133 -0.86137 1.46014 -0.29
N 1.18613 0.15460 -0.44442 0.09
N -0.75890 0.17507 0.81617 0.02
H -0.51862 -0.89685 -0.84989 0.40
H 2.83567 -0.46857 -1.63816 0.30
H 1.14376 -0.80804 -2.26231 0.35
H 2.03889 0.92663 -2.22521 0.33
H 1.98078 0.31112 1.51063 0.35
H 3.01278 0.80514 0.02585 0.36
H 1.70147 1.97342 0.58111 0.31
H -0.66115 0.66238 1.64788 0.25
```

[3]
Molecular formula: C49H43N9O2Rb
Method: DFT, the ωB97M-V functional and the def2-TZVPD basis

The LUMO energy is 1.71 eV. For the HOMO energy, the calculation gives -3.02 eV. The net charge is -1.

The geometry in XYZ format:
```
104
Properties=species:S:1:pos:R:3:mulliken_charge:R:1
Rb 0.02383 -0.22988 -0.15785 1.12
N -0.95405 2.05470 1.49680 0.13
C -1.09694 2.64905 2.74525 -0.08
C -1.89108 3.79339 2.86442 -0.75
C -2.09927 4.40548 4.08712 -0.48
C -1.51300 3.87294 5.22536 -0.76
C -0.72293 2.73832 5.11531 -0.86
C -0.47891 2.10351 3.89653 0.91
C 0.39494 0.89753 3.84098 0.61
C 1.42888 0.75534 4.78140 -0.77
C 2.20032 -0.39551 4.81940 -0.68
C 1.95509 -1.42249 3.91730 -0.88
C 0.96834 -1.24930 2.94738 0.49
C 0.17962 -0.09956 2.87092 -0.43
H -0.87147 2.71341 0.73551 -0.06
H -0.22927 1.33580 1.50444 -0.66
H -2.36361 4.19052 1.97148 0.38
H -2.73450 5.28040 4.16028 0.37
H -1.67189 4.33208 6.19378 0.36
H -0.29154 2.32112 6.01640 0.42
H 1.65465 1.55801 5.47877 0.40
H 2.99182 -0.49186 5.55515 0.35
H 2.53776 -2.34023 3.96434 0.36
H 0.79532 -2.06944 2.24100 0.52
O 7.45047 2.11268 -0.44041 -0.51
C 7.04578 0.75928 -0.31738 -0.74
C 5.54744 0.68136 -0.23110 0.63
C 4.93859 -0.41061 0.37367 -1.05
C 3.55496 -0.44668 0.41003 -0.49
N 2.78176 0.49615 -0.10414 0.56
C 3.35608 1.54640 -0.69815 0.72
C 4.74422 1.67055 -0.76864 -1.00
C 2.44006 2.54229 -1.29595 0.24
C 2.90138 3.60546 -2.07400 -0.77
C 2.00243 4.48169 -2.65739 0.31
C 2.49236 5.66810 -3.44524 -0.78
O 3.27451 6.55340 -2.65140 -0.52
C 0.64581 4.26369 -2.45231 -1.11
C 0.27505 3.19103 -1.65705 -0.44
N 1.12998 2.36210 -1.08174 0.49
H 8.40924 2.14761 -0.46270 0.30
H 7.47989 0.29504 0.57392 0.35
H 7.37695 0.17865 -1.18789 0.28
H 5.52799 -1.20750 0.80826 0.39
H 3.03933 -1.27290 0.88948 0.38
H 5.21572 2.53044 -1.22125 0.50
H 3.95967 3.76202 -2.23375 0.40
H 1.63970 6.19594 -3.88487 0.33
H 3.14672 5.34681 -4.25633 0.32
H 2.82119 6.68782 -1.81273 0.33
H -0.09922 4.90653 -2.90276 0.36
H -0.77855 2.99360 -1.47840 0.51
N -6.19444 -4.04282 3.05737 0.05
C -7.48419 -4.50607 3.12376 0.64
C -8.16133 -5.29421 4.04383 -0.99
C -9.49140 -5.56559 3.77656 -0.39
C -10.12142 -5.06638 2.62992 -0.43
C -9.44520 -4.28228 1.71472 -0.73
C -8.10402 -3.99673 1.96425 0.49
N -7.20445 -3.25551 1.23680 -0.68
C -6.08003 -3.29842 1.90628 0.09
C -4.84585 -2.64496 1.49672 1.11
C -3.67754 -2.68823 2.25572 -1.04
C -2.54702 -2.03777 1.79441 -0.19
N -2.50183 -1.37002 0.64603 0.24
C -3.62166 -1.32726 -0.07680 -0.48
C -4.80396 -1.93378 0.29632 -0.71
H -5.46382 -4.21432 3.72381 0.17
H -7.67437 -5.68070 4.93054 0.37
H -10.05704 -6.17670 4.46788 0.37
H -11.16413 -5.30308 2.45984 0.36
H -9.92848 -3.89540 0.82752 0.42
H -3.63291 -3.20912 3.20381 0.26
H -1.63589 -2.01753 2.38338 0.20
H -3.56034 -0.77496 -1.00916 0.33
H -5.69503 -1.87592 -0.31212 0.49
C 0.74455 -3.08069 -1.41990 -1.98
C 0.99450 -3.23325 -2.75910 1.56
C -0.04618 -3.09261 -3.75145 -0.51
C 0.20063 -3.21860 -5.08429 -0.44
C 1.50032 -3.48190 -5.58044 0.26
C 2.54335 -3.62481 -4.63081 -0.56
C 2.31012 -3.50225 -3.29311 -0.90
C 1.73524 -3.60410 -6.96258 0.15
N 1.92657 -3.70558 -8.10224 -0.71
H 1.52766 -3.22939 -0.68380 0.14
H -0.27084 -2.92884 -1.06936 0.62
H -1.05106 -2.86589 -3.40858 0.31
H -0.60865 -3.10510 -5.79932 0.36
H 3.54578 -3.83259 -4.98863 0.42
H 3.13298 -3.59308 -2.59128 0.32
N -0.81871 -0.14024 -7.07019 -0.55
C -0.71779 0.03459 -5.70770 0.90
C 0.52309 0.03835 -5.06996 -0.58
C 0.57541 0.18575 -3.70027 -0.41
N -0.50018 0.36235 -2.93072 0.46
C -1.67748 0.40749 -3.55078 -0.72
C -1.84647 0.25334 -4.91267 -0.87
H -0.03462 -0.59080 -7.51394 0.25
H -1.71269 -0.44570 -7.41390 0.23
H 1.42887 -0.12936 -5.63912 0.27
H 1.53079 0.14945 -3.18442 0.34
H -2.54405 0.56465 -2.91358 0.37
H -2.83711 0.27359 -5.35052 0.34
```

[4]
Molecular formula: AsF6H14O7
Method: DFT, the ωB97M-V functional and the def2-TZVPD basis

The LUMO energy is 2.88 eV. For the HOMO energy, the calculation gives -8.05 eV. The net charge is -1.

The geometry in XYZ format:
```
28
Properties=species:S:1:pos:R:3:mulliken_charge:R:1
As 1.70786 23.02074 13.07816 2.12
F 3.40007 22.64241 13.23797 -0.62
F 2.06884 24.46605 12.17159 -0.52
F -0.05551 23.33037 12.96295 -0.57
F 1.30964 21.61522 14.09950 -0.51
F 1.70657 23.95310 14.55019 -0.48
F 1.58877 22.01438 11.68632 -0.46
O 5.30064 24.57666 12.45897 -0.71
H 5.71599 24.10522 11.73139 0.30
H 4.56336 24.00324 12.73344 0.44
O -1.10994 25.52748 14.63344 -0.66
H -0.30656 25.03516 14.84278 0.32
H -1.79136 24.85261 14.56355 0.31
O 1.22766 23.62155 9.13420 -0.64
H 1.17963 24.01203 10.01587 0.34
H 2.15464 23.39361 9.02494 0.31
O 4.72561 27.22071 12.03827 -0.66
H 5.33332 27.54037 12.70915 0.29
H 4.62788 26.26430 12.23418 0.40
O 1.48150 18.65002 12.32424 -0.66
H 1.01935 18.76884 11.48969 0.31
H 1.33799 19.47987 12.79726 0.34
O 3.64189 20.92822 15.89877 -0.63
H 4.53832 21.06587 16.21832 0.29
H 3.60741 21.40604 15.05902 0.33
O -1.38077 25.08833 11.37828 -0.67
H -1.66260 24.24257 11.01954 0.30
H -0.89174 24.85327 12.18052 0.42
```

[5]
Molecular formula: C4H11NOS
Method: DFT, the ωB97M-V functional and the def2-TZVPD basis

The LUMO energy is 0.84 eV. For the HOMO energy, the calculation gives -9.16 eV.

The geometry in XYZ format:
```
18
Properties=species:S:1:pos:R:3:mulliken_charge:R:1
C 0.12478 0.43432 0.16544 -0.40
N 0.37531 -0.40823 1.36826 -0.55
C 1.81537 -0.69574 1.51522 -0.37
O 2.13620 -1.53532 2.56738 -0.50
C -1.09090 -0.02885 -0.59441 -0.50
C -1.75427 1.05479 -1.42535 -0.89
S -0.67709 1.63463 -2.79832 -0.22
H 1.01699 0.40055 -0.46191 0.36
H 0.02611 1.42351 0.58503 0.27
H 0.12302 -1.37868 1.14116 0.32
H 2.20951 -1.08169 0.54870 0.31
H 2.38701 0.25529 1.61342 0.30
H 1.31091 -1.86205 2.95637 0.34
H -0.91990 -0.93690 -1.18480 0.31
H -1.90533 -0.35890 0.07581 0.36
H -2.66437 0.69812 -1.90736 0.37
H -1.94522 1.98390 -0.90464 0.40
H -0.56812 0.40124 -3.25998 0.10
```

[6]
Molecular formula: C21H22F4N2O2
Method: DFT, the ωB97M-V functional and the def2-TZVPD basis

The LUMO energy is -0.02 eV. For the HOMO energy, the calculation gives -7.69 eV.

The geometry in XYZ format:
```
51
Properties=species:S:1:pos:R:3:mulliken_charge:R:1
O -1.74571 1.12332 -3.34953 -0.68
C -1.60243 0.69806 -2.20577 0.41
N -0.51468 -0.16167 -1.83343 -0.01
C 0.06381 -0.34266 -0.66097 -1.38
H -0.66348 0.00548 -0.07747 1.20
C 1.52515 0.42811 -0.60969 -0.57
N 2.43821 0.05531 -1.64728 0.54
C 3.76300 -0.29492 -1.39812 1.05
C 4.71495 0.20790 -2.33587 -0.60
C 5.97937 0.21244 -2.08845 -0.24
C 6.65839 -0.43896 -0.76538 -0.68
C 5.73266 -0.97672 0.02222 -0.89
C 4.14106 -0.77802 -0.36416 -0.05
H 3.60318 -1.16906 0.64189 0.10
H 5.95705 -1.40802 0.87786 0.53
H 7.65258 -0.31328 -0.73541 0.52
H 6.63182 0.70117 -2.89717 0.24
H 4.35697 0.87198 -3.22659 0.14
C 1.79675 0.02538 -2.78213 -0.44
H 2.58488 -0.20334 -3.57415 0.42
C 0.50437 -0.60898 -3.08340 -2.03
H 0.19673 -0.17141 -3.89289 0.70
H 0.66169 -1.61827 -2.83798 0.45
H 1.86004 1.35188 -2.98195 0.37
H 1.96042 -0.14945 0.47988 -0.06
H 1.30092 1.41149 -0.58693 0.46
H 0.15434 -1.33097 -0.64370 0.30
C -2.32003 0.99248 -0.99697 0.19
C -2.53583 2.55640 -0.91512 -1.74
C -3.51888 2.88962 0.12658 -0.93
C -4.08547 1.74907 0.94937 -0.32
C -3.88169 0.39324 0.55220 0.59
C -2.99834 0.12477 -0.31044 0.69
H -2.84328 -0.88287 -0.67971 0.46
C -4.54727 -0.51542 1.42610 -1.03
H -4.15565 -1.61069 1.39916 0.31
H -5.68734 -0.65898 1.31984 0.34
O -4.29792 -0.10920 3.01436 -0.49
C -2.99923 -0.23542 3.34648 -0.67
C -2.05036 -1.50682 3.26536 0.76
F -3.06677 -2.44511 3.50143 -0.31
F -1.59678 -1.53183 1.99334 -0.20
C -0.92925 -1.51387 4.06240 0.04
F -0.53698 -0.22399 4.19051 -0.23
F 0.10493 -2.37510 3.57711 -0.27
H -1.44587 -1.97105 5.12449 0.27
H -2.59529 0.63014 2.73456 0.44
H -3.25836 0.13397 4.33270 0.40
H -4.79932 1.99132 1.70942 0.46
H -3.52812 3.87358 0.30938 0.47
H -2.13892 3.11899 -1.47599 1.02
```

What are the ΔE to the lowest compared entry with this formula, charge and spin values for these records? In order: 0.5150 4.3741 0.0934 0.1989 1.6283 15.7183 eV.